C21H64N4O11 | wB97M-V/def2-TZVPD

Results
Structure (SMILES) ... NC(N)=O.NC(N)=O.CC(C)O.CC(C)O.CC(C)O.CC(C)O.CC(C)O.CO.CO.CO.CO
Net charge ... 0
LUMO level ... -0.07 eV
ΔE to the lowest compared entry with this formula, charge and spin ... 7.4269 eV
HOMO-LUMO gap ... 8.9 eV
F_max ... 10.729 eV/Å

Each line ends with the Mulliken charge.
Positions of all 100 atoms, in Å:
H1 -2.884 -2.871 -0.157  0.19
C1 2.907 3.303 -1.883  0.59
O1 3.320 3.230 -0.714  -0.46
H2 0.468 -0.083 4.767  -0.50
H3 -0.282 4.774 -2.400  -0.13
H4 -4.311 -1.939 -1.826  0.29
N1 3.823 1.922 2.069  -0.12
H5 -0.136 -4.671 1.692  0.64
H6 2.309 0.325 5.215  0.43
H7 -2.661 2.947 -2.284  0.33
C2 -1.207 4.396 -2.827  0.92
H8 -3.414 -0.546 0.390  0.56
O2 -1.722 -3.342 -3.032  -0.73
H9 1.073 2.700 -1.224  -0.04
H10 -0.776 2.696 1.808  0.01
C3 2.755 1.202 2.104  0.18
C4 -0.725 -4.009 2.255  -1.47
H11 -0.427 3.901 2.906  0.70
H12 0.281 -1.445 -2.484  0.29
H13 -1.688 6.471 -3.334  0.38
H14 -0.630 0.393 -0.940  -1.42
H15 3.867 3.915 -0.383  0.37
H16 -0.908 -5.660 5.223  0.44
H17 2.566 1.598 0.101  0.11
H18 -1.756 3.640 -0.789  0.42
H19 -2.622 0.022 -1.037  -0.02
H20 -4.026 -2.244 -3.400  0.51
O3 0.649 -4.045 4.036  -0.60
C5 -2.627 0.066 0.044  -1.64
N2 -0.869 1.276 -4.823  -0.21
C6 -0.971 -5.516 4.195  -1.65
H21 -0.773 2.257 -4.429  0.23
H22 1.660 -3.657 2.609  0.22
C7 -1.234 -0.331 2.122  -1.79
H23 2.486 4.295 -1.981  0.25
H24 -1.400 -0.908 -5.786  0.22
H25 1.316 -1.214 -0.643  -0.18
H26 0.822 -2.903 -0.131  0.29
H27 -0.349 -6.180 3.610  0.38
H28 1.579 2.870 1.463  0.41
H29 0.169 -1.271 6.151  0.14
H30 -0.827 -3.239 -2.687  0.59
H31 3.617 3.420 -4.045  0.36
C8 -3.850 -2.714 -2.498  -1.77
H32 -1.056 -3.276 4.273  0.32
C9 1.211 -2.240 -0.945  -0.41
C10 -1.693 3.330 -1.844  -0.73
H33 4.129 2.324 1.239  0.11
C11 -2.115 5.589 -2.815  -1.53
O4 2.403 -3.698 1.972  -0.55
H34 -0.219 -0.519 2.400  -0.02
H35 -1.532 0.580 2.575  0.51
O5 -0.478 0.475 0.022  2.00
H36 -0.930 1.238 -5.839  0.22
C12 0.579 -0.284 5.786  0.33
C13 -2.290 -3.533 -0.830  -1.09
H37 -1.860 -1.111 2.513  0.51
H38 -2.916 1.087 0.084  0.32
H39 -0.465 -2.975 1.996  -0.25
N3 2.153 1.167 0.906  0.52
O6 -0.921 3.844 -3.976  -0.54
C14 -1.304 -0.307 0.523  2.24
H40 -1.970 -5.751 3.896  0.39
C15 -2.422 -2.773 -2.201  2.27
H41 1.205 0.676 0.925  -0.77
H42 -1.235 4.508 -4.674  0.30
H43 0.827 -3.770 4.935  0.34
H44 -2.681 -4.563 -0.800  0.45
H45 -1.525 -1.643 -4.136  0.14
H46 0.301 0.549 6.421  0.27
H47 4.367 2.249 -3.058  0.47
H48 0.252 2.356 3.121  0.02
H49 -2.037 -1.725 -2.036  -0.66
C16 -0.016 3.123 2.414  -0.43
H50 4.428 1.912 2.943  0.32
H51 -2.868 5.363 -3.501  0.48
H52 2.173 -2.573 -1.201  0.55
O7 2.123 0.719 3.240  -0.52
H53 -1.312 -3.504 -0.398  -0.28
C17 -0.573 -4.094 3.737  0.91
C18 1.775 2.348 -2.003  -0.88
C19 -0.858 0.240 -4.117  0.27
H54 2.061 1.385 -1.675  0.52
H55 3.576 -2.196 1.120  0.41
H56 -0.960 2.499 -1.903  -0.48
O8 1.977 -0.308 5.889  -0.58
H57 -0.945 -1.273 0.145  -1.19
C20 3.928 3.172 -3.027  -1.81
N4 -1.347 -0.819 -4.720  -0.31
O9 -0.396 0.226 -2.800  -0.26
O10 1.092 3.652 1.772  -0.66
H58 2.009 -1.649 1.773  -0.05
H59 4.628 3.943 -2.818  0.47
C21 2.888 -2.334 1.910  -0.46
H60 -1.763 -4.232 2.081  0.61
O11 0.467 -2.385 -2.136  -0.70
H61 3.262 -2.084 2.927  0.35
H62 -2.608 5.665 -1.808  0.34
H63 -4.468 -3.658 -2.266  0.28
H64 1.360 2.225 -3.025  0.22